Entry 1:
18
Properties=species:S:1:pos:R:3:forces:R:3 method="wB97M-V/def2-TZVPD" homo_energy_ev="-5.55 / -9.07" multiplicity=3 gap_ev="5.952 / 5.918" de_lowest_kj_mol=272.1 s2=2.0188 lumo_ha="0.01491 / -0.11567"
S -3.45343 1.26681 0.77641 0.35 -1.12 -0.08
S -2.28811 -1.34156 0.20489 1.72 -0.96 1.78
O -2.43923 -2.10253 -1.01333 -0.82 -0.95 -1.45
N -2.56711 0.21749 -0.16680 -2.72 0.82 1.76
C 0.38017 -1.99712 0.86025 0.46 1.87 -0.67
C -1.05838 0.85112 -1.08654 3.29 0.78 -3.72
C 2.14376 -0.37233 0.46292 3.34 0.22 -0.56
C -0.07283 0.05139 -0.37927 1.08 1.53 -0.41
C -0.47755 -1.10268 0.27154 -1.60 0.55 -0.43
C 1.72660 -1.62447 0.91618 -1.43 -2.13 1.11
C 1.34210 0.41311 -0.29344 -2.24 0.58 -0.21
H 3.25726 -0.04503 0.51178 -1.99 -0.90 0.13
H -0.73834 1.93485 -1.12359 -0.68 -1.10 -0.33
H -1.44894 0.38971 -2.08236 0.48 1.15 1.96
H 1.72429 1.27543 -0.86707 -0.32 -0.41 0.63
H -4.23320 1.61590 -0.23991 -0.16 0.67 -0.28
H 2.29549 -2.45017 1.34552 0.85 0.88 -0.07
H -0.12237 -2.86696 1.16993 0.39 -1.46 0.83

***

Entry 2:
22
Properties=species:S:1:pos:R:3:forces:R:3 method="wB97M-V/def2-TZVPD" homo_energy_ev="-18.97 / -22.30" multiplicity=5 gap_ev="5.867 / 5.383" de_lowest_kj_mol=21.8 s2=6.0165 charge=+3 lumo_ha="-0.48163 / -0.62177"
Pt 0.80201 0.38872 -2.40090 1.00 1.67 -1.31
S 0.28661 0.72698 2.00902 -1.93 -1.35 -0.79
O 0.44879 2.68648 -0.33337 0.68 -3.42 -2.37
O 1.47476 -1.88040 -0.76475 -1.03 0.19 -0.42
O -2.16198 -4.57887 -0.32520 1.03 2.38 -0.68
O 1.76544 -1.80576 -4.32791 -1.40 3.92 2.95
O 1.79920 2.85852 -4.62209 -0.74 -1.93 2.43
O 0.28754 0.21692 0.56064 -0.02 0.61 3.03
C 1.55405 2.18920 -3.73570 0.95 2.47 -2.85
C 1.42963 -0.87586 -3.72253 2.00 -5.47 -6.10
C 0.56109 1.72503 -0.96436 -1.36 6.75 2.87
C -1.07524 1.87834 2.20962 -0.16 1.25 0.05
C -0.29575 -0.64756 3.00272 0.54 -0.68 0.60
C 0.57952 -1.22217 -1.22509 1.58 -2.95 1.99
C -1.70881 -3.57352 -0.60497 -0.99 -2.28 0.63
H -0.43521 -1.63380 -1.18482 -1.09 -1.02 0.39
H -1.03252 2.34091 3.20771 0.45 -0.09 -0.15
H -0.01733 -0.51873 4.05322 0.29 0.13 -0.11
H -1.00780 2.66114 1.43753 -0.14 -0.33 0.45
H -1.38388 -0.68910 2.95527 -0.08 0.24 -0.34
H 0.14345 -1.55630 2.58862 0.15 0.04 0.13
H -2.01358 1.30982 2.18735 0.28 -0.14 -0.39

***

Entry 3:
15
Properties=species:S:1:pos:R:3:forces:R:3 method="wB97M-V/def2-TZVPD" homo_energy_ev=-9.88 smiles=C#CC[C@H](C)C#C gap_ev=10.913 de_lowest_kj_mol=369.5 lumo_ha=0.03789
C -0.18997 -0.35883 0.21499 0.00 -0.05 0.06
C -2.47734 0.46121 1.33102 0.39 -0.13 -0.20
C 0.41718 0.71215 -0.74580 -0.02 0.04 -0.05
C 2.71489 1.62834 0.25299 -0.40 -0.13 -0.18
C 1.67871 1.24579 -0.22683 0.42 0.16 0.20
C -1.44164 0.10601 0.82880 -0.40 0.15 0.22
C -0.40399 -1.70086 -0.49590 -0.02 -0.08 -0.04
H -0.79577 -2.44657 0.20183 0.05 0.10 -0.11
H 0.53137 -0.51763 1.02481 -0.12 0.03 -0.10
H -1.11792 -1.59499 -1.31951 0.10 0.00 0.11
H 3.63091 1.97020 0.68166 -0.16 -0.04 -0.10
H 0.54564 -2.06771 -0.90004 -0.13 0.07 0.05
H -3.39165 0.77344 1.78583 0.17 -0.04 -0.09
H 0.59465 0.26058 -1.72985 0.00 0.05 0.17
H -0.29506 1.52887 -0.90401 0.12 -0.12 0.06

***

Entry 4:
15
Properties=species:S:1:pos:R:3:forces:R:3 method="wB97M-V/def2-TZVPD" homo_energy_ev="-7.59 / -7.59" gap_ev="7.824 / 7.826" de_lowest_kj_mol=496.6 lumo_ha="0.00876 / 0.00878"
C -0.35430 -0.15392 -1.18017 0.19 -0.29 0.38
C -0.22125 1.32838 -0.79084 1.13 -0.02 -0.71
C 2.06418 0.03855 0.20278 0.26 0.25 0.40
C -1.44936 -0.85180 -0.38113 -0.06 -0.03 -0.19
C -1.42218 0.00836 0.84225 1.15 0.12 -0.36
C -0.48613 0.99798 0.69409 -1.14 0.02 1.30
C 0.72605 0.39573 -0.30448 -1.52 -0.22 -1.01
H -0.12918 -0.46065 -2.19043 0.04 0.11 -0.08
H -2.41986 -0.81836 -0.88862 -0.07 0.00 -0.01
H 2.52215 -0.71173 -0.44150 -0.06 0.05 -0.02
H 1.98921 -0.38029 1.20713 0.07 -0.07 -0.05
H -2.06782 -0.12876 1.69133 -0.05 0.00 0.25
H -1.23227 -1.90296 -0.15196 -0.10 0.06 -0.01
H -0.22898 1.72357 1.44848 0.06 0.03 0.07
H 2.70973 0.91589 0.24308 0.08 0.00 0.04

***

Entry 5:
15
Properties=species:S:1:pos:R:3:forces:R:3 method="wB97M-V/def2-TZVPD" homo_energy_ev=-8.18 smiles="C=C1CC1=C=CC" gap_ev=8.649 de_lowest_kj_mol=594.6 lumo_ha=0.01718
C 2.42591 -0.26695 -0.40616 1.19 1.38 -1.09
C -2.23496 -0.78915 -0.49331 0.11 -0.03 -0.94
C -1.51640 0.33578 0.13708 -2.93 2.66 -0.57
C 0.22305 -0.81697 0.38007 2.28 -1.63 -0.84
C 1.46414 -0.61529 0.68411 1.77 0.65 1.29
C -1.52096 1.56561 0.60138 0.19 -1.48 -0.59
C -0.75172 -0.67272 -0.44646 0.06 -0.70 0.70
H -0.54215 1.90674 0.71800 1.36 1.26 0.40
H 3.02769 0.66877 -0.21416 -0.77 -0.71 0.29
H -2.65115 -0.45760 -1.49184 0.05 -1.09 1.37
H 1.90994 -0.41997 1.66399 -0.75 -0.72 0.10
H 1.83676 -0.02750 -1.28353 0.08 -0.12 -0.43
H 3.22220 -0.96896 -0.70529 -0.61 -0.34 0.40
H -2.53599 -1.62559 0.13953 -0.94 0.31 -0.61
H -2.35636 2.18380 0.71658 -1.09 0.57 0.52

***

Entry 6:
15
Properties=species:S:1:pos:R:3:forces:R:3 method="wB97M-V/def2-TZVPD" homo_energy_ev=-8.81 smiles=Cc1ccccc1 gap_ev=9.815 de_lowest_kj_mol=76.0 lumo_ha=0.03697
C 0.49639 -0.21640 0.41833 0.04 -1.01 -0.90
C -0.83862 -0.40101 0.75237 0.56 0.52 0.60
C -1.83783 0.25874 0.03476 0.35 0.68 0.52
C -1.47033 0.90812 -1.13200 -0.55 -1.48 -0.47
C -0.27179 0.49912 -1.72642 1.05 2.86 0.06
C 0.79781 0.20562 -0.89694 -0.75 -1.91 0.66
C 1.58691 -0.69242 1.32419 0.90 0.50 0.25
H 1.26632 -1.43128 2.05519 -0.12 0.07 0.03
H -2.12908 1.57356 -1.66836 -0.32 -0.23 -0.10
H 2.03704 0.15971 1.84850 -0.40 0.00 0.31
H -0.07528 0.85607 -2.73201 0.03 -0.28 -0.12
H 1.78966 -0.06507 -1.23695 0.06 0.57 -0.34
H -2.81411 0.39056 0.48327 -0.10 -0.14 -0.17
H 2.47594 -1.07622 0.81739 -0.34 -0.32 -0.38
H -1.01302 -0.96910 1.65867 -0.44 0.20 0.06

***

Entry 7:
15
Properties=species:S:1:pos:R:3:forces:R:3 method="wB97M-V/def2-TZVPD" homo_energy_ev=-9.04 smiles="C1=C[C@H]2C=C[C@@H]1C2" gap_ev=10.164 de_lowest_kj_mol=536.0 lumo_ha=0.04126
C -0.38803 -0.62848 0.94099 0.23 0.85 -3.86
C -0.75818 0.23309 -1.24218 0.94 1.10 -5.19
C 1.20040 -1.07648 0.65611 -4.40 -1.12 0.13
C -1.18641 -0.66707 -0.47232 -5.82 -4.52 3.94
C -0.20356 0.83682 0.74133 -1.87 -0.31 -2.91
C 0.46348 0.72209 -0.64932 1.16 5.06 2.13
C 1.55451 -0.21828 -0.34746 -2.37 -2.39 3.18
H 0.50291 1.08962 1.32709 4.64 2.93 4.86
H -2.31791 -1.03297 -0.49966 2.76 0.09 -0.17
H -1.13332 0.60122 -2.19620 -0.13 -0.33 0.27
H 0.73001 1.83265 -0.80790 0.17 -1.86 -0.92
H 2.36230 -0.27513 -0.92290 3.47 -0.31 -2.08
H -1.00318 1.55142 0.59224 -0.49 -0.28 0.86
H 1.19594 -2.16197 1.11060 1.76 2.34 -1.31
H -1.01896 -0.80653 1.76957 -0.05 -1.25 1.07

***

Entry 8:
15
Properties=species:S:1:pos:R:3:forces:R:3 method="wB97M-V/def2-TZVPD" homo_energy_ev=-8.50 gap_ev=8.389 de_lowest_kj_mol=598.4 lumo_ha=-0.00411
C -0.27584 -0.12753 -0.09678 -0.12 -0.04 -0.09
C -0.13380 -1.56807 -0.54805 0.02 -0.02 0.00
C 0.22280 0.95528 -0.95491 -0.18 0.02 -0.28
C -1.43165 0.16183 0.73156 -0.38 0.09 0.28
C 1.00056 0.64912 0.36701 0.45 -0.02 0.26
C 2.27408 0.10440 0.04252 -0.26 0.26 0.18
C -2.39257 0.38096 1.42432 0.39 -0.08 -0.27
H 0.72772 0.68338 -1.87486 -0.07 0.01 0.15
H -0.96652 -1.83327 -1.20788 0.12 0.05 0.10
H 0.79898 1.37708 1.15529 0.07 -0.13 -0.10
H -0.28114 1.91578 -0.95083 0.10 -0.14 0.05
H 0.81342 -1.69473 -1.07596 -0.16 0.01 0.07
H -0.14642 -2.23927 0.31633 0.00 0.10 -0.13
H -3.24280 0.57670 2.03961 0.14 -0.04 -0.11
H 3.03318 0.65834 0.63264 -0.12 -0.06 -0.09

***

Entry 9:
22
Properties=species:S:1:pos:R:3:forces:R:3 method="wB97M-V/def2-TZVPD" homo_energy_ev=-17.12 gap_ev=3.861 charge=+2 lumo_ha=-0.48721
P 0.29641 2.89548 1.16062 -2.93 2.72 4.17
O -1.02247 3.40484 1.93394 3.37 -2.61 -3.07
O 0.89313 -1.22766 2.76263 0.58 4.20 -3.83
O 0.48503 0.82947 4.07666 1.45 -4.49 -8.58
O 1.75670 -2.61146 1.02298 -3.42 8.76 1.36
N 1.13598 0.09477 -1.05763 -5.12 -4.33 1.86
C 0.30280 -2.23173 -2.12972 -1.34 0.15 -0.74
C -1.47664 -0.12777 -1.60709 -1.72 -1.42 -0.40
C 1.03097 -0.04429 0.46003 -0.96 3.04 2.84
C 1.28205 -1.40370 1.34482 1.93 -6.99 -0.23
C 0.68292 0.22298 2.90100 -1.39 3.47 6.11
C 0.09501 -0.69644 -1.54172 4.57 0.65 1.03
C 0.67305 1.04021 1.45237 1.68 -5.04 -2.17
Be -3.28034 0.92845 -0.62325 -0.32 -0.04 -0.03
H -2.14269 -1.06340 -1.28309 1.19 1.64 -0.53
H 1.05922 -2.16325 -3.02417 -1.39 0.03 1.66
H 1.39909 3.63435 1.78819 -0.51 -1.07 -0.92
H -1.74311 0.11529 -2.72956 0.59 -0.17 2.14
H -1.65420 0.76238 -0.86801 1.40 -0.62 -0.75
H 0.26272 3.29267 -0.22382 0.38 -0.98 0.48
H -0.75696 -2.66138 -2.47248 2.43 1.14 0.52
H 0.72136 -2.98981 -1.34270 -0.46 1.94 -0.93

***

Entry 10:
20
Properties=species:S:1:pos:R:3:forces:R:3 method="wB97M-V/def2-TZVPD" homo_energy_ev=-16.77 gap_ev=7.542 de_lowest_kj_mol=0.0 charge=+2 lumo_ha=-0.33905
Pt -0.00063 -0.10865 0.39812 0.33 -0.13 0.51
I 1.02858 2.28655 0.63054 0.13 -0.04 -0.09
I -1.38724 0.82206 2.39557 -0.13 -0.04 -0.27
Br 1.80672 -1.78947 -0.44865 -0.03 0.47 -0.10
N -0.76379 -1.96659 0.20721 -0.24 0.04 -0.01
C -1.23973 -4.61180 -0.28240 0.11 -0.02 -0.03
C 0.21211 -2.77875 -0.18106 0.03 -0.26 -0.15
C -2.01111 -2.44563 0.31747 0.01 0.04 0.14
C -3.70899 -4.28782 0.21400 0.06 0.02 -0.01
C -0.27884 2.63457 2.27317 -0.05 0.05 -0.08
C 0.05222 -4.10988 -0.43502 -0.15 -0.12 -0.01
C -2.29883 -3.78354 0.08063 -0.13 -0.05 0.02
H -0.95140 3.44993 2.03336 0.00 0.04 0.05
H -2.78495 -1.74275 0.59801 0.02 0.02 0.00
H -4.07980 -4.14315 1.22894 0.02 0.00 0.01
H -3.76858 -5.34796 -0.01887 0.02 0.00 0.00
H -4.37625 -3.75388 -0.46290 0.01 0.01 -0.01
H 0.87921 -4.72740 -0.75620 0.00 -0.01 0.01
H -1.42246 -5.66227 -0.47176 0.00 0.00 0.00
H 0.28774 2.78526 3.18485 0.01 -0.01 0.02

***

Entry 11:
18
Properties=species:S:1:pos:R:3:forces:R:3 method="wB97M-V/def2-TZVPD" homo_energy_ev="-8.32 / -8.32" gap_ev="5.575 / 5.576" de_lowest_kj_mol=581.6 lumo_ha="-0.10069 / -0.10067"
Br 1.04737 1.50456 2.64740 -0.05 0.07 -0.67
O -0.47193 -1.15108 1.58911 1.85 1.33 1.13
N 3.04955 -1.46154 -0.09595 -2.20 0.59 0.77
C 0.74494 0.86993 0.81917 0.91 -0.80 0.98
C -0.46016 -1.39560 0.13198 0.29 -3.06 0.08
C 0.47956 -0.59526 0.88362 -2.44 0.31 -0.56
C -1.52036 -0.65902 -0.65572 -0.99 -0.41 -0.45
C -0.43806 1.51032 0.09599 -1.13 -2.01 -0.06
C 4.15663 -1.68889 -0.36841 0.83 -0.16 -0.22
C -0.86836 0.61400 -1.16570 2.37 -0.47 3.57
H 0.13735 0.34772 -1.53611 -0.85 0.35 -1.24
H -1.90776 -1.29446 -1.48265 0.53 0.34 0.43
H -1.57025 1.14826 -1.69082 -0.93 1.34 -2.00
H -1.23553 1.64003 0.81962 -0.37 0.05 -0.08
H -0.08787 2.44544 -0.22099 0.35 1.42 -0.51
H 1.59615 1.03499 0.19920 1.02 -0.01 0.04
H -0.18709 -2.51047 0.12519 -0.53 1.86 -1.22
H -2.46419 -0.35893 -0.09494 1.33 -0.72 0.00

***

Entry 12:
20
Properties=species:S:1:pos:R:3:forces:R:3 method="wB97M-V/def2-TZVPD" homo_energy_ev=-9.32 smiles="O=[N+]([O-])[C@]1(O)C=CC=C[C@H]1CBr" gap_ev=9.244 de_lowest_kj_mol=0.0 lumo_ha=-0.00259
Br -3.67936 0.19091 -0.00705 0.00 -0.04 -0.02
O 0.52394 -0.78838 -1.63041 -0.07 0.01 -0.14
O 0.19919 -2.14401 1.50943 0.01 -0.31 0.28
O 1.10060 -2.85123 -0.31389 0.20 -0.54 -0.06
N 0.57717 -2.00593 0.37594 -0.17 -0.05 0.06
C 1.69318 1.36540 0.62236 0.24 -0.53 -0.07
C 0.48795 -0.61975 -0.25442 0.16 0.71 0.11
C 0.46794 2.12842 0.58205 -0.52 0.15 -0.09
C 1.72419 0.08446 0.25678 -0.02 0.17 -0.02
C -0.69838 1.52954 0.34786 0.19 0.09 0.06
C -0.81963 0.04280 0.21254 -0.08 -0.07 -0.06
C -1.95755 -0.36304 -0.72123 0.10 -0.09 -0.02
H 0.52792 3.19520 0.72555 -0.08 0.14 0.02
H 2.64331 -0.48027 0.20723 0.13 -0.07 0.05
H -2.01098 -1.44493 -0.83672 -0.03 0.12 -0.02
H -1.84680 0.10483 -1.69794 -0.09 -0.10 0.11
H -1.62081 2.08805 0.30754 -0.07 0.10 0.01
H -1.02244 -0.35800 1.22012 0.06 0.11 -0.30
H 2.60045 1.86659 0.92284 0.15 -0.01 0.00
H 1.11013 -1.54065 -1.82857 -0.11 0.19 0.12